[1]
Formula: H46NaO23
Source: the Open Molecules 2025 dataset
Level of theory: the ωB97M-V functional and the def2-TZVPD basis

Atoms and positions in Å:
Na (0.145, 0.213, -0.058)
O (-2.001, 1.880, -4.547)
H (-1.194, 2.237, -4.177)
H (-2.697, 2.237, -3.996)
O (-1.371, 4.142, 0.521)
H (-1.851, 4.233, -0.302)
H (-0.744, 4.865, 0.515)
O (-3.772, -0.942, 2.416)
H (-4.122, -0.110, 2.096)
H (-3.384, -0.729, 3.264)
O (0.329, 2.992, -3.564)
H (1.028, 2.682, -4.139)
H (0.722, 3.717, -3.077)
O (3.085, -2.060, -2.579)
H (3.923, -2.496, -2.734)
H (2.527, -2.740, -2.201)
O (-1.605, 1.612, -1.383)
H (-1.213, 2.138, -2.080)
H (-2.497, 1.441, -1.685)
O (0.736, -3.572, 2.683)
H (-0.110, -3.798, 2.296)
H (0.573, -3.562, 3.627)
O (3.960, 0.650, 2.698)
H (4.798, 0.455, 2.278)
H (4.192, 1.176, 3.464)
O (-4.290, 1.132, -1.487)
H (-4.933, 1.122, -0.778)
H (-4.092, 0.209, -1.645)
O (-0.400, 0.636, 2.272)
H (-1.128, 0.751, 2.882)
H (0.256, 0.148, 2.770)
O (1.880, -4.139, -0.957)
H (1.320, -4.748, -1.438)
H (2.228, -4.657, -0.230)
O (-1.395, -4.326, 1.300)
H (-1.955, -4.187, 2.063)
H (-1.571, -5.229, 1.035)
O (3.902, 3.112, -0.354)
H (4.510, 3.032, -1.089)
H (3.237, 3.729, -0.659)
O (-3.676, 2.650, 1.179)
H (-3.925, 2.708, 0.257)
H (-2.802, 3.038, 1.216)
O (2.347, 1.224, 0.655)
H (2.790, 0.931, 1.452)
H (2.979, 1.802, 0.228)
O (4.634, -2.065, 0.287)
H (3.738, -1.735, 0.225)
H (5.086, -1.430, 0.842)
O (-1.558, -1.503, 0.745)
H (-1.781, -1.120, 1.594)
H (-1.557, -2.447, 0.901)
O (1.440, -0.806, 4.430)
H (1.086, -1.579, 4.869)
H (2.193, -1.132, 3.939)
O (1.014, 0.251, -2.678)
H (1.313, 1.132, -2.454)
H (1.723, -0.324, -2.390)
O (-3.811, -1.410, -2.097)
H (-3.512, -1.905, -1.334)
H (-3.632, -1.984, -2.841)
O (1.457, -1.864, 0.675)
H (1.014, -2.382, 1.346)
H (1.693, -2.499, -0.002)
O (-0.972, -0.700, -4.585)
H (-0.181, -0.463, -4.102)
H (-1.476, 0.112, -4.635)
O (-1.033, 3.688, 3.326)
H (-0.994, 3.710, 2.370)
H (-0.617, 2.859, 3.564)

Values from the calculation:
net charge: +1
E: -52254.2809 eV

[2]
Formula: H18O9
Source: the Open Molecules 2025 dataset
Level of theory: the ωB97M-V functional and the def2-TZVPD basis

Atoms and positions in Å:
O (17.676, 16.454, 6.325)
H (17.831, 15.504, 6.429)
H (18.007, 16.848, 7.146)
O (17.897, 16.249, -0.116)
H (17.849, 16.767, 0.697)
H (18.501, 16.738, -0.686)
O (14.753, 18.312, 0.766)
H (15.675, 18.156, 0.997)
H (14.251, 17.765, 1.385)
O (17.068, 17.047, 3.280)
H (17.164, 16.498, 4.073)
H (16.307, 17.613, 3.467)
O (16.998, 14.134, 3.837)
H (16.886, 14.454, 2.931)
H (17.666, 13.442, 3.769)
O (19.614, 15.344, 3.236)
H (20.108, 15.869, 2.597)
H (18.735, 15.747, 3.264)
O (14.698, 16.922, 6.060)
H (15.640, 16.704, 6.117)
H (14.340, 16.727, 6.933)
O (18.746, 19.159, 5.926)
H (18.663, 18.199, 6.019)
H (19.546, 19.287, 5.405)
O (13.506, 18.297, 3.903)
H (13.221, 19.190, 3.674)
H (14.114, 18.406, 4.648)

Values from the calculation:
E: -18719.8833 eV
SMILES string: O.O.O.O.O.O.O.O.O

[3]
Formula: C4H9NO2
Source: the Open Molecules 2025 dataset
Level of theory: the ωB97M-V functional and the def2-TZVPD basis

Atoms and positions in Å:
N (1.639, 2.208, -1.905)
C (0.922, 1.358, -1.165)
O (1.096, 1.711, 0.119)
C (-1.403, 0.245, 1.399)
C (-0.626, -0.832, 1.284)
C (-0.517, -1.666, 0.041)
O (-0.650, -3.021, 0.437)
H (2.186, 2.966, -1.504)
H (1.630, 2.111, -2.906)
H (-1.447, 0.824, 2.318)
H (-2.027, 0.582, 0.574)
H (0.545, 1.103, 0.638)
H (-0.016, -1.168, 2.123)
H (-1.294, -1.366, -0.677)
H (0.455, -1.478, -0.442)
H (-0.491, -3.576, -0.335)

Values from the calculation:
E: -9876.8105 eV